[1]
The following is a quantum chemistry calculation of a structure of composition C27H29AsBr2F6IrN7O3S2, from the OMol25 dataset.

Geometry as XYZ:
```
78
Properties=species:S:1:pos:R:3:forces:R:3
H -0.837 4.973 -2.322 0.0 0.0 0.0
H 1.349 -5.238 -1.813 0.0 0.0 0.0
H -0.339 -1.856 0.759 0.1 -0.1 -0.1
N 3.930 -2.039 2.903 0.0 0.1 0.0
H 3.600 -2.128 -1.568 0.0 0.0 0.0
C 0.992 1.108 0.993 0.1 -0.1 0.0
F -3.448 -3.270 2.875 0.0 0.0 0.0
Br -5.027 4.530 3.035 0.0 0.0 0.0
H 1.555 -2.424 2.243 0.0 0.0 0.0
H 0.776 2.101 0.627 0.0 0.0 0.0
F -1.717 -1.498 2.679 -0.1 0.0 0.1
H 0.872 1.873 -1.336 0.0 -0.1 0.0
N 1.568 -1.959 -1.984 0.0 0.1 0.0
H -0.802 -3.842 -1.008 0.1 0.0 0.0
H -5.151 3.608 -1.887 0.0 0.0 0.0
Ir -1.321 0.517 -0.814 -0.1 0.0 0.4
C 0.735 3.217 -3.716 0.0 0.0 0.0
C 4.175 0.081 3.925 -0.1 0.1 0.0
C 0.015 1.603 -1.964 0.0 0.0 0.0
N -2.862 1.150 -2.029 0.0 0.0 0.0
F -2.662 -0.713 0.599 -0.1 0.0 -0.2
As -3.104 -2.027 1.763 0.1 -0.2 0.0
H 3.838 1.094 4.094 0.0 0.0 0.0
O 5.060 -4.851 4.419 0.1 0.1 0.0
Br -6.119 3.176 -4.631 0.0 0.0 0.0
C -2.042 2.022 1.728 0.0 0.0 0.0
S -1.067 -1.435 -2.117 0.1 0.0 0.0
H 0.396 0.890 -2.702 0.0 0.0 -0.1
N -2.239 1.927 0.410 0.1 0.0 -0.1
H 1.639 -1.057 -2.426 0.0 0.0 0.0
C 5.293 -0.409 4.584 0.0 -0.1 0.0
H 1.689 3.361 -3.203 0.0 0.0 0.0
N 0.153 -3.608 -1.256 -0.1 0.0 0.0
C 5.012 -2.376 3.566 0.1 -0.1 0.0
C -0.369 2.886 -2.710 0.0 0.0 0.0
H -2.651 2.825 3.613 0.0 0.0 0.0
H -2.485 -0.079 -3.640 0.0 0.0 0.0
C -3.104 0.729 -3.276 0.0 0.0 0.0
H 0.392 4.292 -1.261 0.0 0.0 0.0
O 5.040 -4.511 2.038 0.1 0.1 0.1
H 0.861 2.415 -4.446 0.0 0.0 0.0
H 0.938 -5.141 -0.101 0.0 0.0 0.0
C -2.845 2.785 2.552 0.0 0.0 0.0
C 2.051 0.884 1.847 0.0 0.0 0.0
C 2.523 -3.794 -0.701 0.0 0.0 0.0
C -4.071 1.290 -4.083 0.0 0.0 0.0
C 0.385 -1.109 1.040 -0.1 0.0 0.0
O 7.023 -4.053 3.300 0.1 0.0 0.0
C -0.552 4.075 -1.771 0.1 0.0 0.0
C -4.580 2.786 -2.289 0.0 0.0 0.0
C 2.310 -0.416 2.273 0.0 0.0 0.0
C -3.328 2.516 -0.126 0.0 0.0 0.0
H -1.233 1.442 2.143 0.0 0.0 0.0
C -4.170 3.308 0.630 0.0 0.0 0.0
H -4.229 0.914 -5.083 0.0 0.0 0.0
C 1.430 -1.412 1.886 0.0 0.0 0.0
C -4.813 2.346 -3.581 0.0 0.0 0.0
N 5.732 -1.654 4.402 -0.1 0.1 0.0
C -3.605 2.161 -1.533 0.0 0.0 0.0
F -2.023 -3.082 0.851 0.0 0.1 0.0
H 0.508 4.134 -4.261 0.0 0.0 0.0
H 3.361 -4.485 -0.633 0.0 0.0 0.0
H -1.287 2.731 -3.284 -0.1 0.0 0.0
F -4.081 -0.867 2.570 0.0 0.0 0.0
H 2.993 -3.289 -2.752 0.0 0.0 0.0
H 2.680 1.716 2.129 0.0 0.0 0.0
H 5.857 0.206 5.273 0.0 0.0 0.0
C 1.234 -4.555 -0.969 0.0 0.0 0.0
C 3.504 -0.784 3.076 0.1 0.0 0.0
F -4.379 -2.454 0.706 0.0 0.0 0.0
H -1.302 3.901 -1.005 -0.1 0.0 0.1
N 0.189 0.121 0.555 0.1 0.1 -0.1
H -5.040 3.775 0.194 0.0 0.0 0.0
C 0.339 -2.393 -1.737 0.0 0.0 0.0
S 5.570 -4.065 3.312 -0.2 -0.3 -0.2
C -3.909 3.461 1.983 0.0 0.0 0.0
C 2.766 -2.784 -1.810 0.0 0.0 0.0
H 2.456 -3.273 0.254 0.0 0.0 0.0
```
Forces are in eV/Å.

Output
ΔE to the lowest compared entry with this formula, charge and spin = 0.00 kcal per mole
expectation value of S² = 0.77
spin multiplicity = 2
HOMO energy (alpha / beta) = -11.27 / -11.27 eV
charge = +1
HOMO-LUMO gap (alpha / beta) = 0.276 / 0.180 Ha

[2]
The following is a quantum chemistry calculation of a cluster of 7 separate species, C45H85N3O23P in total in a non-equilibrium geometry, from the OMol25 dataset.

Geometry as XYZ:
```
157
Properties=species:S:1:pos:R:3:forces:R:3
C 1.925 3.957 1.805 0.7 0.8 -0.4
H 2.530 -2.893 -2.830 0.0 -0.2 0.1
C 0.609 -2.600 -3.728 0.4 0.9 0.7
H 5.532 -3.667 0.640 0.0 0.2 0.1
C 3.903 5.401 2.577 -0.4 0.5 0.3
H 8.945 -1.125 -9.732 -0.1 -0.1 0.0
C -6.482 -0.539 9.398 -0.2 0.2 -0.1
H -11.844 0.346 -1.981 0.2 0.0 0.1
H 2.059 -2.093 3.953 0.0 0.1 0.1
O 7.305 -0.400 -8.682 0.3 -0.3 0.0
H 7.477 9.607 6.452 0.0 0.2 -0.1
C -8.621 -3.098 0.801 0.2 -0.2 0.2
O -6.401 -2.759 10.829 -0.4 -0.2 0.1
C -1.627 4.402 0.485 -0.9 -1.2 0.9
H -1.574 5.459 0.749 0.3 0.0 -0.2
H 1.877 6.093 2.083 -0.1 0.3 0.2
H 8.479 0.553 -10.042 -0.1 0.1 0.2
H -1.507 4.244 -0.590 0.1 0.4 -0.1
H -3.851 3.116 -0.927 0.1 -0.3 -0.1
O 0.270 -1.063 4.114 -0.2 0.1 -0.2
C -0.779 -7.534 -0.849 -2.2 0.9 -1.0
H -11.866 -1.381 -2.360 0.0 -0.1 0.1
H -3.089 -4.207 11.636 0.1 0.2 -0.1
H -4.803 0.131 1.996 -0.1 0.0 -0.1
C -1.822 -2.510 -3.472 -1.3 0.8 0.5
C 1.588 -1.178 3.596 0.4 -0.1 -0.3
C -5.229 -0.331 -0.115 0.9 -0.2 -0.6
H 2.066 5.115 3.603 -0.4 0.6 0.0
H 7.500 -0.755 -10.720 0.0 -0.1 0.0
H 1.325 -2.626 -1.602 -0.3 -0.1 0.0
H -4.691 2.447 1.763 -0.3 0.0 0.0
C -4.530 -1.591 -0.708 0.5 1.4 0.5
H -2.432 -1.175 -0.806 0.1 0.1 -0.1
H 4.303 4.888 3.454 0.2 -0.2 -0.2
H 4.370 5.018 1.672 0.0 -0.1 0.0
H -6.247 0.347 8.817 0.2 0.0 0.0
H 6.403 1.781 -7.034 0.1 0.2 0.1
H -0.620 3.624 2.279 -0.2 0.1 0.0
H -3.377 0.204 1.004 0.0 -0.3 -0.2
H 5.913 8.792 6.583 -0.1 -0.1 -0.1
H -0.356 -1.337 -2.253 -0.3 0.3 0.1
H -5.550 2.055 0.244 -0.1 0.4 0.3
O -0.082 -4.693 -2.039 2.1 -1.2 0.9
C -0.416 -5.155 1.537 0.2 -1.2 -0.2
H 1.509 -1.230 2.514 -0.2 0.0 0.0
H 4.875 -2.430 -5.879 0.1 0.3 0.0
H 5.411 5.225 -11.535 -0.1 -0.1 0.0
H -8.596 -3.924 0.093 -0.1 0.0 0.0
H -9.285 -3.327 1.633 -0.1 0.0 -0.1
H 2.466 10.804 3.900 0.1 -0.1 0.0
O -9.022 -1.888 0.152 0.2 0.0 0.1
C -1.329 -0.810 7.173 -0.2 0.0 0.3
N -0.526 -8.582 -1.245 0.9 -1.4 0.2
C -11.766 -0.652 -1.558 -0.2 0.1 -0.1
H 5.555 -2.465 -0.624 -0.2 0.0 -0.3
H 1.275 -2.087 -4.426 -0.1 0.0 0.0
H 0.517 -3.859 -0.012 0.4 -0.4 0.3
H -0.968 -1.704 7.679 0.1 0.1 0.0
C 6.767 -1.575 -8.335 -0.2 0.1 0.3
H -7.618 -2.944 1.188 0.0 0.2 -0.1
O -10.989 -2.865 -0.350 -0.3 -0.3 0.0
H -2.663 1.986 -0.198 0.1 0.0 -0.1
H -0.576 -0.803 -3.978 -0.1 0.3 0.4
H -5.207 -2.139 -1.362 -0.2 -0.2 0.3
C -0.533 3.594 1.191 0.3 1.0 -1.0
O -4.150 -2.731 10.725 0.2 0.0 0.0
C -4.610 1.956 0.793 -0.2 -0.9 -0.3
H -12.556 -0.784 -0.821 0.0 -0.1 0.0
H -2.527 -5.256 1.877 -0.3 0.9 -1.7
O -1.374 -6.405 -0.683 1.6 -0.9 0.3
C 1.488 -3.112 -2.563 1.6 -0.7 -1.2
O 6.906 -2.601 -8.934 0.1 -0.3 -0.3
H 3.478 10.592 2.441 0.0 -0.1 0.1
H 4.729 -2.984 -7.549 0.1 -0.1 0.0
O -5.243 -1.155 9.749 0.1 0.2 -0.1
C -1.600 -4.705 2.028 -0.1 0.2 0.3
H -2.992 3.543 1.937 0.0 0.1 0.0
H 4.594 -5.491 0.867 -0.2 0.1 0.2
H -5.315 0.389 -0.938 -0.2 -0.1 0.0
O 1.118 -1.005 6.201 0.3 0.0 0.3
O 5.909 3.367 -8.228 0.0 0.0 0.3
H -7.029 -0.239 10.290 -0.1 -0.1 0.0
C -4.130 -3.931 11.497 0.1 -0.2 0.1
C -4.450 0.409 0.999 0.0 0.9 -0.3
C 2.364 5.252 2.563 0.5 -1.3 -0.2
H -1.548 -3.555 -3.601 0.0 0.1 0.1
H 6.924 8.580 5.123 -0.1 -0.1 0.0
O 6.009 10.437 5.315 0.2 0.1 0.1
H -7.085 -1.209 8.788 0.0 -0.1 0.1
H 2.191 -0.309 3.860 0.0 -0.1 0.2
H 3.609 -6.692 0.103 -0.2 0.1 -0.1
H 0.715 5.229 0.516 0.1 0.0 -0.1
C 5.947 1.947 -8.001 -0.3 0.2 0.2
C 6.604 9.276 5.896 0.2 -0.2 0.2
O -1.093 -0.896 5.769 -0.2 0.0 0.0
O 4.938 2.978 -10.222 -0.2 -0.2 -0.4
C 8.101 -0.451 -9.865 0.2 0.1 -0.2
H -4.192 -2.166 0.158 -0.3 -0.6 -0.3
C 2.299 -5.366 -4.341 -0.6 0.4 0.7
H -0.860 0.081 7.588 0.1 -0.1 0.0
C -3.244 -1.281 -1.534 0.2 -0.8 1.0
H 0.364 -5.519 2.213 0.9 1.7 -0.2
C 4.849 5.576 -10.671 -0.1 0.2 -0.2
H 4.258 -2.457 0.621 -0.1 0.1 0.1
H 6.178 -3.388 -6.583 0.0 0.0 -0.1
H 0.215 -3.471 -4.248 -0.1 0.2 -0.1
N 2.977 -4.671 -0.267 1.4 -0.7 -0.9
C 4.917 10.184 4.595 0.1 0.3 0.0
C 3.286 11.213 3.314 -0.2 0.1 -0.2
H -4.639 -4.736 10.971 -0.1 0.0 0.0
C 5.426 -2.631 -6.792 -0.3 -0.3 0.3
H -2.294 -2.200 -4.410 0.2 0.0 -0.1
O 4.476 -4.260 -1.963 0.1 -0.6 -2.1
H 4.938 1.537 -7.986 0.0 0.0 -0.1
C 0.193 -0.990 5.436 -0.2 0.0 -0.2
H -2.835 -3.418 -1.809 -0.1 0.2 0.4
H 3.799 5.304 -10.764 0.0 -0.1 -0.1
O -10.482 -0.750 -0.945 0.0 0.2 -0.1
C -3.485 2.675 0.002 -0.5 0.5 1.4
C 0.828 4.169 0.742 -0.1 -1.3 1.0
O 4.464 11.339 4.112 -0.1 0.2 -0.1
H 2.802 3.606 1.270 0.2 -0.2 0.0
O 5.400 5.053 -9.465 0.0 0.2 0.0
C 4.891 -3.065 -0.013 0.0 -0.7 0.7
H 3.016 12.211 2.980 0.2 0.1 0.1
H -1.343 -4.229 -0.319 -0.1 -0.5 -0.3
H -3.887 -2.649 -2.990 0.1 -0.3 0.1
H -4.583 -3.768 12.474 -0.1 0.0 -0.1
H -3.722 4.690 0.779 -0.3 -0.2 0.2
O 6.056 -1.412 -7.221 0.1 0.1 -0.2
H 1.693 3.179 2.529 -0.3 -0.1 -0.1
C 1.284 -4.620 -2.321 -1.1 0.8 0.2
H 4.927 6.658 -10.619 0.1 0.0 0.2
N 3.116 -5.168 -5.120 0.8 0.0 -0.8
C -2.963 -2.516 -2.408 -0.1 0.5 -1.0
H 4.209 6.446 2.680 -0.1 0.0 0.0
H 6.542 1.462 -8.749 -0.1 0.1 -0.3
C -0.564 -1.636 -3.276 0.7 -2.3 -1.0
O 4.428 9.107 4.413 -0.2 -0.4 -0.1
C -10.239 -1.930 -0.377 0.3 0.2 0.0
P -0.181 -5.082 -0.340 -2.7 1.9 1.7
C 5.373 3.720 -9.386 0.1 0.1 0.3
C 4.102 -4.056 -0.854 0.3 1.5 1.0
C -3.020 3.861 0.893 0.8 0.2 -1.2
C 2.187 -5.397 -1.256 -3.1 -0.8 1.0
C -5.369 -2.266 10.471 0.3 0.1 -0.1
H 2.991 -5.853 1.533 -0.1 0.0 0.0
C 3.559 -5.730 0.616 0.1 0.0 0.6
H -0.633 2.554 0.868 0.1 -0.1 0.2
H -2.403 -0.738 7.319 0.0 0.0 -0.2
O 1.352 -5.524 -3.494 0.3 0.1 -0.6
H -6.242 -0.555 0.230 0.0 0.0 0.0
O 1.206 -6.059 -0.432 -0.3 0.6 -0.8
H 1.129 3.625 -0.157 -0.1 0.3 -0.2
H -1.704 -3.759 2.562 0.3 -0.9 1.6
H 2.640 -6.256 -1.754 0.8 0.6 -0.2
H -3.288 -0.321 -2.056 -0.2 -0.2 -0.4
```
Forces are in eV/Å.

Output
spin multiplicity = 1
HOMO energy = -4.64 eV
charge = -1
HOMO-LUMO gap = 0.232 Ha

[3]
The following is a quantum chemistry calculation of a cluster of 18 separate species, H37O18 in total in a non-equilibrium geometry, from the OMol25 dataset.

Geometry as XYZ:
```
55
Properties=species:S:1:pos:R:3:forces:R:3
H 1.609 1.620 4.211 0.3 -0.2 -0.7
H 1.757 3.791 -2.175 0.1 0.6 -0.2
H -2.481 3.145 -1.709 0.0 0.2 0.1
H -1.263 -6.272 1.416 -0.4 -0.4 -0.2
H -3.684 -2.617 -0.997 -0.4 0.0 0.1
O 2.729 0.415 0.662 -1.0 -0.2 1.0
H 1.879 -0.007 0.927 0.8 0.6 -0.7
H -3.821 -4.217 -1.135 0.5 1.4 0.1
H 1.816 -2.100 -2.303 0.2 0.0 0.0
O 0.202 0.379 -0.652 0.5 0.1 -0.7
H -1.906 4.805 -0.247 0.0 -0.8 0.0
H -0.916 -2.501 5.994 -0.4 -0.2 -0.6
O -0.213 -2.502 0.442 2.2 -1.5 2.7
O 1.163 3.230 -1.678 0.0 -0.8 -0.2
H 0.514 2.916 -2.327 -0.1 0.2 0.2
O -3.910 0.283 -3.930 -3.3 0.1 -0.7
H -3.513 2.526 -2.651 0.9 0.4 -0.2
H -2.696 -2.846 -2.857 0.3 -0.9 -0.9
H 3.051 1.175 -0.768 -1.0 -2.9 -1.9
H 2.754 -2.357 -1.134 0.0 0.4 -0.4
O 2.551 -1.695 -1.819 -0.4 -1.0 0.4
O -2.353 3.949 -0.075 0.0 1.4 0.2
H -2.901 -0.432 -1.149 0.2 0.9 -0.5
O 2.029 -1.754 3.733 0.4 0.9 -1.7
H -1.031 -5.821 -0.095 -0.4 -0.4 0.1
H -0.003 0.989 0.074 -0.2 -0.7 -0.2
H -4.754 0.812 -4.007 1.6 0.8 0.4
O 2.508 1.634 3.823 -1.2 0.1 0.6
H 5.484 1.479 1.930 -0.6 -0.8 0.4
O -2.375 -3.650 -3.330 0.3 1.0 -0.3
H 0.292 -2.260 1.286 -1.2 0.5 -1.4
H -4.388 -0.368 -1.830 0.5 0.9 -0.5
O -0.777 -5.709 0.822 1.0 1.0 0.0
O -2.664 3.017 -2.649 -0.8 -0.7 -0.1
H 2.396 -1.173 3.021 -0.3 0.0 1.2
H -3.246 4.280 0.117 0.1 -0.5 0.0
O 4.715 1.728 1.389 1.8 0.8 0.2
H 2.401 1.623 -2.063 -0.1 0.2 -0.8
H 1.304 5.902 0.110 -0.1 -0.6 0.6
O 2.736 0.740 -1.782 -0.3 3.2 2.5
H -0.023 -3.480 0.627 -1.1 1.1 -1.2
H 2.956 1.936 4.617 0.8 0.1 -0.1
H 5.183 2.478 0.998 -0.7 0.4 -0.5
H 1.830 0.351 -1.509 0.9 -0.2 0.1
H -0.084 -1.283 5.429 -0.2 -0.1 -0.6
H -0.019 -0.557 -0.508 -0.3 0.2 0.6
H -4.446 -0.453 -4.303 1.5 -0.8 0.1
H -2.124 -4.142 -2.543 0.1 -0.1 -0.3
O 1.985 5.685 0.760 0.9 1.0 -0.6
H 2.235 -2.589 3.310 -0.1 -0.8 0.4
O -3.202 -3.451 -1.059 -0.6 -1.5 1.3
H 2.938 1.051 1.364 0.4 -0.1 0.3
O -0.257 -1.844 6.177 0.6 0.3 1.2
O -3.745 -0.832 -1.309 -0.6 -1.8 1.1
H 1.777 4.973 1.351 -0.8 -0.4 0.0
```
Forces are in eV/Å.

Output
ΔE to the lowest compared entry with this formula, charge and spin = 141.62 kcal per mole
spin multiplicity = 1
HOMO energy = -12.24 eV
charge = +1
HOMO-LUMO gap = 0.340 Ha